1.
Here is 3 unconnected molecules or ions with the total composition C21H59N10O3P2S from the OMol25 dataset. Energies are from ωB97M-V/def2-TZVPD.

```
96
Properties=species:S:1:pos:R:3
N 4.051 3.352 0.368
C 3.584 2.874 1.436
N 2.686 1.802 1.382
N 3.879 3.397 2.732
C 4.766 2.592 3.571
C 4.729 3.000 5.063
C 3.943 4.294 5.356
C 2.467 3.938 5.623
S 1.207 5.047 4.952
O 0.118 4.060 4.313
C 1.840 5.910 3.536
C 0.687 6.601 2.800
C 1.167 7.643 1.787
C 2.296 7.201 0.843
N 3.248 8.307 0.675
H 4.667 4.138 0.559
H 2.639 1.297 2.256
H 1.759 2.116 1.114
H 4.205 4.350 2.665
H 5.788 2.663 3.192
H 4.503 1.540 3.486
H 5.744 3.093 5.434
H 4.252 2.197 5.624
H 4.371 4.708 6.265
H 4.077 5.037 4.579
H 2.296 3.963 6.696
H 2.244 2.933 5.270
H 0.582 3.284 3.950
H 2.623 6.601 3.846
H 2.314 5.192 2.872
H 0.038 5.841 2.373
H 0.083 7.123 3.548
H 1.467 8.551 2.304
H 0.302 7.880 1.171
H 1.890 6.936 -0.129
H 2.833 6.319 1.212
H 3.824 8.397 1.503
H 3.878 8.087 -0.087
O -0.771 1.141 0.252
P -1.791 0.164 -0.294
N -3.163 0.833 0.550
C -3.556 0.597 1.920
C -3.623 2.119 0.041
N -1.049 -1.281 0.348
C -1.282 -1.760 1.697
C 0.385 -1.350 0.069
N -2.938 -0.919 -1.162
C -3.157 -0.573 -2.570
C -4.134 -1.467 -0.577
H -4.634 0.761 2.016
H -3.044 1.257 2.638
H -3.387 -0.431 2.228
H -4.552 2.013 -0.534
H -2.880 2.585 -0.609
H -3.809 2.818 0.859
H -1.105 -0.991 2.467
H -0.616 -2.599 1.898
H -2.290 -2.159 1.820
H 0.984 -0.759 0.775
H 0.609 -0.983 -0.934
H 0.710 -2.390 0.114
H -3.853 0.268 -2.700
H -3.549 -1.432 -3.119
H -2.208 -0.291 -3.037
H -4.971 -0.757 -0.540
H -3.958 -1.848 0.427
H -4.430 -2.318 -1.196
O -0.608 -6.597 -2.024
P -1.253 -6.233 -3.312
N -0.196 -6.801 -4.538
C 0.885 -6.099 -5.197
C -0.008 -8.246 -4.526
N -1.310 -4.494 -3.189
C -0.316 -3.619 -3.784
C -1.583 -4.066 -1.820
N -2.726 -6.330 -4.192
C -3.653 -7.397 -3.805
C -2.729 -6.069 -5.607
H 1.049 -6.542 -6.184
H 1.830 -6.147 -4.638
H 0.654 -5.058 -5.381
H -0.559 -8.728 -5.343
H -0.348 -8.688 -3.587
H 1.048 -8.502 -4.629
H 0.717 -3.879 -3.513
H -0.499 -2.594 -3.452
H -0.403 -3.589 -4.871
H -0.682 -4.080 -1.194
H -2.323 -4.714 -1.348
H -1.993 -3.053 -1.815
H -3.353 -8.382 -4.189
H -4.657 -7.179 -4.171
H -3.712 -7.468 -2.718
H -2.365 -6.915 -6.204
H -2.136 -5.189 -5.855
H -3.758 -5.854 -5.904
```

The value obtained for the LUMO energy is -3.37 eV. Its relative energy (zero: lowest compared OMol25 entry of this formula, charge and spin) is 0.000 eV. The HOMO energy comes out at -9.176 eV. As for the orbital gap: 0.2134 hartree. As for the net charge: +1. The value obtained for the energy is -2689.27660 hartree.

2.
Here is 3 unconnected molecules or ions with the total composition C21H59N6O5P4 from the OMol25 dataset. Energies are from ωB97M-V/def2-TZVPD.

```
95
Properties=species:S:1:pos:R:3
C 8.397 -0.835 -0.098
C 8.113 -1.592 -1.376
O 8.487 -1.206 -2.452
O 7.423 -2.753 -1.210
C 5.976 -2.570 -1.256
C 5.298 -3.389 -0.155
C 4.204 -4.279 -0.746
C 3.239 -4.840 0.297
C 2.276 -3.764 0.808
C 1.057 -3.563 -0.098
P 0.783 -1.701 -0.488
P -1.494 -1.881 -0.126
C -2.248 -2.690 -1.596
O -2.050 -0.290 -0.293
H 9.475 -0.832 0.059
H 7.944 -1.338 0.752
H 8.056 0.194 -0.166
H 5.647 -2.907 -2.237
H 5.756 -1.506 -1.158
H 6.066 -4.025 0.285
H 4.885 -2.704 0.582
H 3.650 -3.734 -1.515
H 4.704 -5.104 -1.266
H 2.684 -5.666 -0.149
H 3.829 -5.239 1.129
H 2.782 -2.800 0.922
H 1.915 -4.087 1.785
H 1.123 -4.130 -1.033
H 0.163 -3.926 0.422
H 0.620 -1.976 -1.951
H 0.592 -0.254 -0.720
H 0.918 -1.434 0.980
H 2.237 -1.521 -0.673
H -2.761 -3.602 -1.297
H -1.531 -2.883 -2.400
H -3.015 -2.024 -2.001
H -1.549 0.248 0.329
O -4.850 0.850 3.329
P -6.100 0.092 3.094
N -6.357 -0.895 4.480
C -5.631 -2.128 4.738
C -6.459 -0.084 5.687
N -5.784 -0.863 1.701
C -5.021 -2.107 1.760
C -5.293 -0.004 0.622
N -7.701 0.412 2.644
C -8.271 1.704 3.010
C -8.644 -0.677 2.721
H -5.934 -2.511 5.716
H -4.543 -1.996 4.746
H -5.886 -2.898 4.021
H -7.237 -0.483 6.346
H -6.730 0.947 5.450
H -5.512 -0.047 6.236
H -4.077 -2.023 2.310
H -4.774 -2.445 0.754
H -5.624 -2.901 2.194
H -4.249 0.282 0.755
H -5.894 0.909 0.568
H -5.396 -0.524 -0.331
H -8.543 1.772 4.073
H -9.169 1.899 2.419
H -7.559 2.503 2.794
H -9.001 -0.858 3.743
H -8.204 -1.594 2.337
H -9.501 -0.432 2.088
O 2.708 1.789 -1.926
P 2.579 3.132 -2.524
N 3.843 4.108 -1.880
C 3.826 4.668 -0.541
C 5.149 3.542 -2.197
N 1.031 3.672 -1.978
C 0.821 4.192 -0.636
C 0.027 2.654 -2.301
N 2.404 3.829 -4.055
C 3.016 3.144 -5.190
C 2.467 5.267 -4.147
H 4.776 5.177 -0.364
H 3.692 3.912 0.243
H 3.056 5.424 -0.436
H 5.856 4.339 -2.450
H 5.093 2.871 -3.057
H 5.555 2.958 -1.364
H 1.244 3.560 0.155
H -0.252 4.274 -0.456
H 1.218 5.200 -0.538
H 0.071 1.793 -1.627
H 0.178 2.286 -3.318
H -0.969 3.099 -2.257
H 4.106 3.276 -5.239
H 2.589 3.513 -6.125
H 2.811 2.074 -5.138
H 3.495 5.649 -4.126
H 1.906 5.728 -3.336
H 1.998 5.570 -5.087
```

The value obtained for the LUMO energy is 2.40 eV. The HOMO energy comes out at -2.687 eV. As for the orbital gap: 0.1870 hartree. As for the net charge: -1. The value obtained for the energy is -2905.60389 hartree.

3.
Here is a molecular structure, C21H60N12O11Zn from the OMol25 dataset. Energies are from ωB97M-V/def2-TZVPD.

```
105
Properties=species:S:1:pos:R:3
Zn 2.771 -0.422 -0.528
C 0.422 0.525 -0.360
O -0.709 1.061 -0.288
O 1.451 1.049 -0.963
O 0.722 -0.650 0.082
C -2.540 -2.321 -0.690
O -3.458 -3.123 -0.872
N -2.790 -1.024 -0.410
N -1.222 -2.590 -0.905
H -1.998 -0.380 -0.425
H -3.730 -0.683 -0.466
H -1.006 -3.520 -1.217
H -0.499 -1.926 -0.650
C -2.593 3.609 -1.875
O -3.301 4.443 -2.433
N -3.022 2.505 -1.213
N -1.238 3.666 -1.967
H -2.336 1.807 -0.962
H -3.997 2.290 -1.122
H -0.626 2.980 -1.552
H -0.821 4.422 -2.475
C 2.707 1.101 2.210
O 3.059 0.223 1.397
N 1.515 1.095 2.804
N 3.487 2.170 2.536
H 0.864 0.394 2.485
H 1.252 1.939 3.280
H 4.417 2.253 2.171
H 3.123 2.897 3.121
C 2.309 4.324 0.225
O 1.424 4.051 1.019
N 2.513 3.637 -0.933
N 3.220 5.320 0.446
H 2.090 2.701 -0.908
H 3.113 3.967 -1.662
H 3.216 5.788 1.333
H 4.012 5.439 -0.156
C -1.395 -2.215 4.526
C -0.460 -1.999 3.331
C -0.325 -3.284 2.501
O 0.007 -4.482 3.198
C 1.310 -4.510 3.735
N -1.028 -0.951 2.470
H -1.212 -3.173 5.016
H -2.399 -2.276 4.100
H -1.297 -1.415 5.256
H 0.520 -1.729 3.737
H 0.345 -3.179 1.636
H -1.268 -3.600 2.045
H 1.389 -3.979 4.688
H 2.016 -4.093 3.006
H 1.580 -5.552 3.909
H -0.390 -0.890 1.674
H -1.921 -1.309 2.146
C 2.388 -3.470 -3.386
C 2.337 -2.596 -2.134
C 3.226 -3.196 -1.015
O 3.381 -2.273 0.054
C 4.304 -2.749 1.036
N 2.736 -1.207 -2.459
H 1.582 -3.114 -4.034
H 2.080 -4.505 -3.217
H 3.347 -3.427 -3.901
H 1.314 -2.608 -1.758
H 4.204 -3.472 -1.432
H 2.785 -4.175 -0.804
H 5.304 -2.678 0.613
H 3.992 -3.723 1.416
H 4.179 -2.136 1.929
H 1.895 -0.783 -2.896
H 3.418 -1.179 -3.209
C -1.733 0.017 -3.732
C -0.399 -0.627 -4.127
C -0.371 -1.063 -5.583
O -1.379 -2.027 -5.795
C -1.456 -2.532 -7.092
N 0.718 0.269 -3.873
H -1.884 0.959 -4.264
H -1.712 0.255 -2.668
H -2.579 -0.651 -3.887
H -0.226 -1.538 -3.543
H 0.657 -1.368 -5.816
H -0.581 -0.213 -6.248
H -1.894 -1.781 -7.757
H -2.030 -3.457 -7.154
H -0.471 -2.856 -7.458
H 0.591 1.109 -4.435
H 0.761 0.669 -2.934
C -3.813 1.607 2.180
C -2.768 2.715 2.396
C -2.916 3.321 3.773
O -1.925 4.335 3.918
C -2.085 4.993 5.146
N -1.396 2.268 2.159
H -4.843 1.935 2.346
H -3.605 0.756 2.834
H -3.777 1.232 1.157
H -3.012 3.476 1.649
H -2.752 2.562 4.554
H -3.919 3.724 3.952
H -1.463 5.888 5.181
H -1.782 4.345 5.979
H -3.106 5.347 5.333
H -1.278 1.428 2.728
H -1.319 1.819 1.229
```

The value obtained for the LUMO energy is -0.64 eV. Its relative energy (zero: lowest compared OMol25 entry of this formula, charge and spin) is 0.000 eV. The HOMO energy comes out at -7.942 eV. As for the orbital gap: 0.2684 hartree. The value obtained for the energy is -4100.37534 hartree.

4.
Here is 9 unconnected molecules or ions with the total composition C21H60O11 from the OMol25 dataset. Energies are from ωB97M-V/def2-TZVPD.

```
92
Properties=species:S:1:pos:R:3
C 8.976 -14.171 12.853
C 7.953 -14.183 11.717
C 7.913 -15.397 10.833
O 6.660 -13.998 12.249
H 9.010 -13.115 13.214
H 9.983 -14.614 12.548
H 8.512 -14.785 13.591
H 8.160 -13.287 11.081
H 7.965 -16.385 11.400
H 8.880 -15.380 10.252
H 7.003 -15.433 10.148
H 6.680 -13.536 13.102
C 4.202 -17.252 13.091
C 5.524 -17.429 12.430
C 6.651 -17.892 13.402
O 5.395 -18.489 11.425
H 3.355 -17.006 12.399
H 4.220 -16.354 13.702
H 3.782 -18.077 13.647
H 5.878 -16.541 11.934
H 6.268 -18.625 14.110
H 7.033 -17.024 13.919
H 7.317 -18.300 12.656
H 4.597 -18.400 10.891
C 11.300 -18.285 9.031
C 10.515 -18.203 7.690
C 9.988 -19.583 7.234
O 9.475 -17.203 7.680
H 10.515 -18.486 9.794
H 11.821 -17.352 9.282
H 12.008 -19.088 9.029
H 11.202 -17.739 6.997
H 9.493 -19.577 6.309
H 9.303 -19.869 8.078
H 10.755 -20.357 7.212
H 8.715 -17.505 8.178
O 4.125 -20.785 6.038
C 5.242 -21.401 5.480
C 6.008 -22.207 6.505
O 7.020 -23.058 5.942
H 4.352 -19.891 6.363
H 4.988 -22.045 4.634
H 5.905 -20.699 4.986
H 5.248 -22.893 6.934
H 6.590 -21.587 7.242
H 6.517 -23.634 5.366
O 4.680 -18.161 7.000
C 5.469 -17.881 8.105
C 6.377 -19.126 8.286
O 7.497 -18.852 9.223
H 4.149 -17.421 6.718
H 6.102 -17.009 7.843
H 4.855 -17.649 8.985
H 6.806 -19.505 7.409
H 5.767 -19.862 8.759
H 7.092 -18.528 10.035
C 3.278 -19.523 2.869
C 3.258 -18.022 3.068
O 2.287 -17.645 3.979
H 2.333 -19.877 2.466
H 3.345 -20.109 3.810
H 4.040 -19.852 2.156
H 3.004 -17.401 2.238
H 4.256 -17.630 3.244
H 2.213 -18.239 4.719
C 3.693 -14.677 9.625
C 4.060 -13.281 9.138
O 4.382 -13.305 7.737
H 2.643 -14.824 9.295
H 3.745 -14.739 10.695
H 4.450 -15.424 9.215
H 4.891 -12.976 9.826
H 3.207 -12.647 9.372
H 4.521 -12.379 7.537
C 7.164 -15.410 5.638
C 6.952 -16.780 5.035
O 8.271 -17.426 5.063
H 7.352 -15.689 6.726
H 6.287 -14.746 5.551
H 8.098 -15.096 5.182
H 6.685 -16.675 3.954
H 6.206 -17.451 5.571
H 8.582 -17.284 5.955
C 1.244 -15.407 5.941
C 2.666 -14.981 5.525
O 3.639 -15.643 6.387
H 0.584 -15.015 5.158
H 0.974 -14.950 6.864
H 1.167 -16.529 6.061
H 2.662 -13.879 5.712
H 2.915 -15.216 4.530
H 3.893 -14.896 6.968
```

The value obtained for the LUMO energy is 0.32 eV. As for the SMILES: CC(C)O.CC(C)O.CC(C)O.OCCO.OCCO.CCO.CCO.CCO.CCO. The HOMO energy comes out at -9.424 eV. As for the orbital gap: 0.3580 hartree. The value obtained for the energy is -1663.61096 hartree.

5.
Here is 9 unconnected molecules or ions with the total composition C21H60O15 from the OMol25 dataset. Energies are from ωB97M-V/def2-TZVPD.

```
96
Properties=species:S:1:pos:R:3
C 1.665 5.021 -0.027
C 2.306 3.930 -0.928
C 2.191 4.179 -2.396
O 3.647 3.700 -0.444
H 0.628 5.285 -0.266
H 2.351 5.833 0.078
H 1.582 4.564 0.974
H 1.832 2.973 -0.717
H 1.141 4.189 -2.738
H 2.769 3.427 -2.903
H 2.552 5.175 -2.645
H 4.145 4.525 -0.597
C -0.258 1.888 -4.612
C -0.973 1.994 -3.279
C -1.953 3.207 -3.214
O -1.757 0.777 -3.014
H -0.880 2.110 -5.482
H 0.186 0.925 -4.771
H 0.558 2.596 -4.634
H -0.259 1.996 -2.475
H -1.436 4.181 -3.445
H -2.343 3.114 -2.188
H -2.686 3.029 -3.986
H -2.522 0.789 -3.585
C 0.211 -1.308 1.306
C -0.098 0.184 1.442
C 0.003 1.011 0.202
O -1.488 0.247 1.904
H 1.220 -1.601 1.098
H -0.437 -1.666 0.521
H -0.037 -1.852 2.200
H 0.494 0.456 2.318
H -0.647 0.519 -0.502
H 1.039 1.099 -0.147
H -0.422 2.001 0.503
H -1.910 1.122 1.742
O -3.030 -2.443 -1.994
C -1.974 -3.371 -1.778
C -0.950 -3.218 -2.830
O -0.425 -1.896 -2.903
H -3.206 -2.096 -1.095
H -1.525 -3.075 -0.807
H -2.325 -4.416 -1.610
H -1.273 -3.519 -3.828
H -0.110 -3.883 -2.461
H -1.045 -1.201 -3.129
O 4.175 1.122 0.303
C 3.794 0.845 1.621
C 3.724 -0.629 1.832
O 3.152 -0.841 3.081
H 4.035 2.061 0.151
H 4.423 1.226 2.427
H 2.792 1.274 1.787
H 4.776 -0.910 1.708
H 3.130 -1.096 1.012
H 3.336 -1.773 3.245
O -0.218 -3.748 4.617
C 1.136 -3.410 4.818
C 2.011 -4.274 3.894
O 3.233 -3.645 3.755
H -0.717 -2.937 4.378
H 1.250 -2.403 4.479
H 1.514 -3.471 5.860
H 1.485 -4.299 2.931
H 1.971 -5.269 4.311
H 3.811 -4.247 3.250
O -5.455 2.008 2.068
C -4.958 1.433 0.868
C -3.988 2.322 0.189
O -2.946 2.729 1.037
H -6.142 1.434 2.416
H -4.477 0.511 1.078
H -5.777 1.164 0.208
H -4.484 3.172 -0.265
H -3.497 1.872 -0.641
H -3.376 3.110 1.830
O 2.006 -1.233 -4.159
C 2.398 -0.484 -3.064
C 2.676 -1.173 -1.760
O 4.033 -1.407 -1.412
H 1.160 -1.651 -3.885
H 3.296 0.058 -3.318
H 1.530 0.248 -2.898
H 2.222 -2.147 -1.763
H 2.187 -0.619 -0.936
H 4.323 -0.679 -0.848
O -3.082 -1.718 0.809
C -3.541 -2.612 1.854
C -2.411 -3.075 2.788
O -2.000 -2.093 3.769
H -2.527 -1.061 1.202
H -4.338 -2.092 2.420
H -3.916 -3.477 1.288
H -1.594 -3.456 2.148
H -2.796 -3.925 3.391
H -1.889 -1.236 3.269
```

The value obtained for the LUMO energy is 0.33 eV. As for the SMILES: CC(C)O.CC(C)O.CC(C)O.OCCO.OCCO.OCCO.OCCO.OCCO.OCCO. Its relative energy (zero: lowest compared OMol25 entry of this formula, charge and spin) is 0.673 eV. The HOMO energy comes out at -9.070 eV. As for the orbital gap: 0.3453 hartree. The value obtained for the energy is -1964.60266 hartree.